# 1
The following is a quantum chemistry calculation of the molecule C4H7NO, from the OMol25 dataset.

The geometry in XYZ format:
```
13
Properties=species:S:1:pos:R:3:nbo_charge:R:1
C 1.48 0.54 0.17 -0.6336
C 0.32 -0.09 -0.58 0.0637
C -0.48 -1.13 0.25 -0.2790
N -1.69 -0.43 0.67 -0.4709
C -1.71 0.64 0.00 0.3765
O -0.68 0.93 -0.84 -0.4962
H 1.69 1.54 -0.23 0.2257
H 1.25 0.64 1.24 0.2120
H 2.38 -0.07 0.07 0.2164
H 0.64 -0.47 -1.55 0.1917
H -0.77 -2.01 -0.35 0.2026
H 0.09 -1.49 1.11 0.2037
H -2.50 1.38 0.01 0.1872
```

Properties
relative energy (zero: lowest compared OMol25 entry of this formula, charge and spin) = 94.83 kJ/mol
M = 85.1 g/mol
structure (SMILES) = C[C@H]1CN=CO1
gap between HOMO and LUMO = 10.59 eV
2S+1 = 1
calculated total energy = -286.595527 Ha
LUMO energy = 1.002 eV

# 2
The following is a quantum chemistry calculation of the molecule C4H7NO, from the OMol25 dataset.

The geometry in XYZ format:
```
13
Properties=species:S:1:pos:R:3:nbo_charge:R:1
C -1.34 -0.70 0.46 -0.6377
C 0.06 -0.70 -0.15 0.0636
C 0.29 0.42 -1.20 -0.2793
N 0.97 1.48 -0.45 -0.4713
C 1.36 0.93 0.63 0.3755
O 1.02 -0.35 0.88 -0.4969
H -1.29 -1.05 1.49 0.2268
H -2.02 -1.35 -0.10 0.2174
H -1.77 0.31 0.46 0.2130
H 0.33 -1.69 -0.51 0.1943
H 0.95 0.10 -2.01 0.2022
H -0.64 0.79 -1.63 0.2052
H 1.96 1.41 1.39 0.1872
```

Properties
relative energy (zero: lowest compared OMol25 entry of this formula, charge and spin) = 97.26 kJ/mol
M = 85.1 g/mol
structure (SMILES) = C[C@H]1CN=CO1
gap between HOMO and LUMO = 10.60 eV
2S+1 = 1
calculated total energy = -286.594603 Ha
LUMO energy = 1.003 eV

# 3
The following is a quantum chemistry calculation of the molecule C4H7NO in a non-equilibrium geometry, from the OMol25 dataset.

The geometry in XYZ format:
```
13
Properties=species:S:1:pos:R:3:nbo_charge:R:1
C -1.54 -1.36 -0.10 -0.6893
C -0.21 -0.79 0.32 0.6606
C 0.56 1.40 -0.82 -0.2560
C 1.55 0.94 0.34 -0.1573
H -1.90 -1.85 0.92 0.2606
H -2.32 -0.71 -0.54 0.2233
H -1.29 -2.04 -0.80 0.2311
H 0.87 1.52 -1.84 0.2162
H -0.33 1.96 -0.23 0.1938
H 2.54 0.92 0.29 0.1960
H 1.09 1.19 1.44 0.1728
N 0.66 0.13 -0.23 -0.4465
O 0.33 -1.33 1.27 -0.6055
```

Properties
relative energy (zero: lowest compared OMol25 entry of this formula, charge and spin) = 357.19 kJ/mol
M = 85.1 g/mol
structure (SMILES) = CC(=O)N1CC1
gap between HOMO and LUMO = 10.27 eV
2S+1 = 1
calculated total energy = -286.495599 Ha
LUMO energy = 0.901 eV

# 4
The following is a quantum chemistry calculation of the molecule C4H7NO in a non-equilibrium geometry, from the OMol25 dataset.

The geometry in XYZ format:
```
13
Properties=species:S:1:pos:R:3:nbo_charge:R:1
C 1.09 -0.54 1.32 -0.4166
N 0.29 -0.19 0.17 -0.4603
C 0.59 -0.07 -1.20 -0.1546
C -1.42 0.46 -1.08 -0.4507
C -1.00 0.18 0.31 0.6290
O -1.63 0.44 1.31 -0.6033
H 0.96 0.25 2.06 0.2238
H 0.72 -1.48 1.75 0.2097
H 2.14 -0.65 1.06 0.2091
H 1.39 -0.80 -1.49 0.1908
H 0.82 0.86 -1.68 0.1731
H -1.60 1.56 -1.11 0.2180
H -2.36 -0.02 -1.42 0.2321
```

Properties
relative energy (zero: lowest compared OMol25 entry of this formula, charge and spin) = 345.92 kJ/mol
M = 85.1 g/mol
gap between HOMO and LUMO = 9.21 eV
2S+1 = 1
calculated total energy = -286.499893 Ha
LUMO energy = 0.410 eV

# 5
The following is a quantum chemistry calculation of the molecule C4H7NO in a non-equilibrium geometry, from the OMol25 dataset.

The geometry in XYZ format:
```
13
Properties=species:S:1:pos:R:3:nbo_charge:R:1
C 1.82 -0.05 0.73 -0.2753
O 1.04 -0.68 -0.30 -0.5885
C -0.26 0.20 -0.79 -0.0743
C -1.28 -0.57 -0.11 -0.7333
C -1.83 -0.02 1.09 0.2733
N -2.23 0.42 2.09 -0.3990
H 2.36 0.79 0.28 0.1998
H 1.18 0.30 1.54 0.2029
H 2.53 -0.79 1.10 0.2090
H -0.03 1.21 -0.44 0.2105
H -0.19 0.11 -1.87 0.2210
H 0.16 -1.23 0.13 0.4995
H -1.95 -1.17 -0.71 0.2545
```

Properties
relative energy (zero: lowest compared OMol25 entry of this formula, charge and spin) = 394.19 kJ/mol
M = 85.1 g/mol
gap between HOMO and LUMO = 9.11 eV
2S+1 = 1
calculated total energy = -286.481507 Ha
LUMO energy = 0.657 eV

# 6
The following is a quantum chemistry calculation of a cluster of 2 separate species, C4H7NO in total, from the OMol25 dataset.

The geometry in XYZ format:
```
13
Properties=species:S:1:pos:R:3:nbo_charge:R:1
O 1.66 -0.02 0.96 -0.6835
C 1.59 0.00 -0.40 0.1114
C 0.86 -0.89 -1.07 -0.5073
C -2.05 -0.44 0.86 -0.6635
C -1.56 0.69 0.42 0.4407
N -1.13 1.77 0.03 -0.6460
H 2.17 0.74 1.26 0.4830
H 2.16 0.78 -0.91 0.1692
H -0.32 1.66 -0.58 0.3762
H 0.29 -1.65 -0.55 0.2173
H 0.81 -0.86 -2.15 0.2122
H -1.67 -0.87 1.79 0.2470
H -2.80 -0.97 0.29 0.2432
```

Properties
relative energy (zero: lowest compared OMol25 entry of this formula, charge and spin) = 282.98 kJ/mol
M = 85.1 g/mol
structure (SMILES) = C=C=N.C=CO
gap between HOMO and LUMO = 9.76 eV
2S+1 = 1
calculated total energy = -286.523867 Ha
LUMO energy = 0.723 eV

# 7
The following is a quantum chemistry calculation of a structure of composition C4H7NO in a non-equilibrium geometry, from the OMol25 dataset.

The geometry in XYZ format:
```
13
Properties=species:S:1:pos:R:3:nbo_charge:R:1
C 0.08 0.37 -1.86 -0.6439
C -0.25 0.26 -0.36 -0.1072
N -0.95 -0.85 0.84 -0.5576
C 0.09 -0.31 1.77 -0.3398
C 0.85 -0.26 0.48 0.5346
O 1.74 -1.00 0.12 -0.5488
H -0.76 0.55 -2.53 0.2206
H 0.69 -0.46 -2.23 0.2422
H 0.73 1.27 -1.96 0.2348
H -0.79 1.15 -0.03 0.1964
H -1.85 -0.42 1.04 0.3560
H 0.58 -0.98 2.48 0.2229
H -0.15 0.67 2.23 0.1898
```

Properties
relative energy (zero: lowest compared OMol25 entry of this formula, charge and spin) = 323.54 kJ/mol
M = 85.1 g/mol
gap between HOMO and LUMO = 10.31 eV
2S+1 = 1
calculated total energy = -286.508417 Ha
LUMO energy = 0.700 eV

# 8
The following is a quantum chemistry calculation of a cluster of 2 separate species, C4H7NO in total in a non-equilibrium geometry, from the OMol25 dataset.

The geometry in XYZ format:
```
13
Properties=species:S:1:pos:R:3:nbo_charge:R:1
C -0.30 -1.34 0.75 -0.7390
C -1.10 0.58 -0.79 -0.7289
C -0.34 0.14 0.55 0.6391
C 2.12 0.97 -0.35 0.1046
N 2.27 -0.17 -0.48 -0.3430
O -0.02 0.97 1.35 -0.5713
H 2.13 2.01 -0.14 0.2428
H 0.01 -1.58 1.76 0.2346
H 0.43 -1.76 0.06 0.2584
H -1.26 -1.79 0.52 0.2283
H -1.06 1.66 -0.94 0.2234
H -2.13 0.29 -0.61 0.2261
H -0.75 0.01 -1.66 0.2250
```

Properties
relative energy (zero: lowest compared OMol25 entry of this formula, charge and spin) = 159.21 kJ/mol
M = 85.1 g/mol
structure (SMILES) = CC(C)=O.C#N
gap between HOMO and LUMO = 10.62 eV
2S+1 = 1
calculated total energy = -286.571006 Ha
LUMO energy = 1.013 eV

# 9
The following is a quantum chemistry calculation of the molecule C4H7NO, from the OMol25 dataset.

The geometry in XYZ format:
```
13
Properties=species:S:1:pos:R:3:nbo_charge:R:1
O 2.02 0.68 0.21 -0.7027
C 0.91 0.22 -0.49 0.1055
C 0.28 -1.18 -0.17 -0.4360
C -1.06 -0.48 -0.03 -0.0871
N -0.88 0.43 1.11 -0.6128
C -0.46 0.86 -0.23 -0.1316
H 1.73 0.88 1.11 0.4753
H 1.15 0.29 -1.56 0.1809
H 0.63 -1.63 0.76 0.2175
H 0.37 -1.90 -0.99 0.2132
H -2.04 -0.82 -0.34 0.2108
H -1.78 0.88 1.30 0.3582
H -0.86 1.76 -0.67 0.2089
```

Properties
relative energy (zero: lowest compared OMol25 entry of this formula, charge and spin) = 255.38 kJ/mol
M = 85.1 g/mol
structure (SMILES) = O[C@H]1C[C@H]2N[C@@H]12
gap between HOMO and LUMO = 10.41 eV
2S+1 = 1
calculated total energy = -286.534379 Ha
LUMO energy = 1.048 eV

# 10
The following is a quantum chemistry calculation of the molecule C4H7NO, from the OMol25 dataset.

The geometry in XYZ format:
```
13
Properties=species:S:1:pos:R:3:nbo_charge:R:1
C -0.76 -1.62 -0.21 -0.6120
C 0.19 -0.45 -0.24 -0.0794
C -0.11 0.80 -0.95 -0.2344
N -0.27 0.72 0.52 -0.4971
C 0.75 1.39 1.25 0.5560
O 1.94 1.20 1.14 -0.5488
H -0.69 -2.13 0.76 0.2183
H -1.80 -1.28 -0.33 0.2165
H -0.53 -2.34 -1.00 0.2155
H 1.25 -0.68 -0.13 0.2231
H 0.74 1.37 -1.31 0.2106
H -1.04 0.92 -1.50 0.2078
H 0.34 2.09 1.99 0.1239
```

Properties
relative energy (zero: lowest compared OMol25 entry of this formula, charge and spin) = 177.53 kJ/mol
M = 85.1 g/mol
structure (SMILES) = C[C@H]1CN1C=O
gap between HOMO and LUMO = 11.05 eV
2S+1 = 1
calculated total energy = -286.564029 Ha
LUMO energy = 1.034 eV

# 11
The following is a quantum chemistry calculation of a cluster of 2 separate species, C4H7NO in total in a non-equilibrium geometry, from the OMol25 dataset.

The geometry in XYZ format:
```
13
Properties=species:S:1:pos:R:3:nbo_charge:R:1
C 2.38 0.30 0.80 -0.4334
N 1.52 -0.81 0.53 -0.4640
C 0.40 -1.11 0.29 0.4297
C -1.52 -0.68 -0.31 -0.0869
C -1.92 0.46 0.50 -0.1414
O -0.60 0.88 0.39 -0.7257
H 1.76 1.20 0.86 0.2455
H 3.11 0.40 -0.01 0.2172
H 2.91 0.14 1.74 0.2159
H -1.77 -1.71 -0.08 0.2001
H -1.34 -0.48 -1.36 0.2184
H -2.67 1.13 0.04 0.1660
H -2.25 0.20 1.52 0.1585
```

Properties
relative energy (zero: lowest compared OMol25 entry of this formula, charge and spin) = 591.88 kJ/mol
M = 85.1 g/mol
gap between HOMO and LUMO (spin up / spin down) = 8.19 / 8.19 eV
2S+1 = 1
calculated total energy = -286.406213 Ha
LUMO energy (spin up / spin down) = 0.069 / 0.069 eV

# 12
The following is a quantum chemistry calculation of a structure of composition C4H7NO in a non-equilibrium geometry, from the OMol25 dataset.

The geometry in XYZ format:
```
13
Properties=species:S:1:pos:R:3:nbo_charge:R:1
C -0.87 -1.21 -1.82 -0.4665
N -1.10 -0.21 -0.80 -0.4806
C -0.21 0.13 0.00 0.5399
C -0.14 1.01 1.22 -0.4976
C 1.35 0.61 1.19 -0.0621
O 1.13 -0.22 0.02 -0.5118
H 0.17 -1.58 -1.95 0.2024
H -1.35 -0.93 -2.76 0.2056
H -1.69 -1.75 -1.22 0.2453
H -0.71 0.66 2.08 0.2297
H -0.35 2.07 1.04 0.2311
H 2.06 1.42 0.98 0.1823
H 1.70 0.01 2.04 0.1823
```

Properties
relative energy (zero: lowest compared OMol25 entry of this formula, charge and spin) = 252.31 kJ/mol
M = 85.1 g/mol
gap between HOMO and LUMO = 10.20 eV
2S+1 = 1
calculated total energy = -286.535545 Ha
LUMO energy = 1.032 eV

Copy entry 4 word for word.
The following is a quantum chemistry calculation of the molecule C4H7NO in a non-equilibrium geometry, from the OMol25 dataset.

The geometry in XYZ format:
```
13
Properties=species:S:1:pos:R:3:nbo_charge:R:1
C 1.09 -0.54 1.32 -0.4166
N 0.29 -0.19 0.17 -0.4603
C 0.59 -0.07 -1.20 -0.1546
C -1.42 0.46 -1.08 -0.4507
C -1.00 0.18 0.31 0.6290
O -1.63 0.44 1.31 -0.6033
H 0.96 0.25 2.06 0.2238
H 0.72 -1.48 1.75 0.2097
H 2.14 -0.65 1.06 0.2091
H 1.39 -0.80 -1.49 0.1908
H 0.82 0.86 -1.68 0.1731
H -1.60 1.56 -1.11 0.2180
H -2.36 -0.02 -1.42 0.2321
```

Properties
relative energy (zero: lowest compared OMol25 entry of this formula, charge and spin) = 345.92 kJ/mol
M = 85.1 g/mol
gap between HOMO and LUMO = 9.21 eV
2S+1 = 1
calculated total energy = -286.499893 Ha
LUMO energy = 0.410 eV

Question: Among the records above, which one has the highest relative energy (zero: lowest compared OMol25 entry of this formula, charge and spin)?
Answer: number 11

Question: 2S+1 of number 12 (C4H7NO)?
Answer: 1